Entry 1:
DFT (ωB97M-V/def2-TZVPD) results for C35H43ClEuN2Si2 as an isolated structure at a distorted geometry.

XYZ file:
```
84
Properties=species:S:1:pos:R:3:forces:R:3:lowdin_spin:R:1
C -4.05205 -0.47638 3.33284 0.5 0.0 0.0 -0.005
C -3.13534 -1.46734 2.85934 0.0 0.4 0.3 -0.003
C -1.81566 -1.03330 3.18116 -0.4 0.2 0.0 -0.005
H -3.39646 -2.40908 2.37507 0.1 0.3 0.2 0.000
C -1.91237 0.22183 3.84283 -0.3 -0.1 -0.1 -0.008
C -3.28811 0.57148 3.93947 0.0 -0.4 -0.2 -0.007
H -3.69164 1.45461 4.44337 0.2 -0.4 -0.2 0.000
H -5.14434 -0.54040 3.30160 0.5 0.0 0.0 0.000
H -0.89385 -1.58102 2.99393 -0.2 0.1 0.1 0.000
H -1.07571 0.79292 4.23796 -0.3 -0.2 -0.1 0.000
Eu -2.71125 0.69745 1.23532 0.6 -0.1 0.5 5.045
Si 3.37525 0.18976 -1.20494 2.0 -1.9 0.4 0.285
C 3.78008 -0.58428 -2.84045 -0.5 -0.1 -0.3 0.015
C 4.26910 0.15020 -3.92539 0.1 -0.3 -0.3 0.009
H 4.30054 1.24112 -3.87151 0.1 -0.3 -0.1 0.001
C 4.72837 -0.51636 -5.06836 0.0 -0.2 0.1 -0.001
H 5.13568 0.05386 -5.90470 -0.1 -0.2 0.2 0.000
C 4.67695 -1.91755 -5.14240 -0.2 0.4 0.2 0.012
H 5.04854 -2.43781 -6.02595 -0.1 0.2 0.2 0.001
C 4.13369 -2.64806 -4.08129 0.0 0.0 0.0 -0.001
H 4.05585 -3.73866 -4.14029 0.1 0.4 0.0 0.000
C 3.69134 -1.98499 -2.93744 0.0 0.1 -0.2 0.014
H 3.26632 -2.55232 -2.10377 0.2 0.1 -0.3 0.001
C 4.87945 1.11231 -0.64540 0.2 1.1 0.1 0.033
C 6.05599 0.34122 -0.68367 0.0 0.0 0.3 0.012
H 6.07447 -0.59495 -1.24910 0.0 0.2 0.3 0.002
C 7.18463 0.73207 0.03503 -0.1 0.2 -0.1 0.004
H 8.06919 0.09168 0.04747 -0.3 0.2 0.0 0.000
C 7.18180 1.95208 0.71882 -0.5 0.1 -0.3 -0.001
H 8.05808 2.25863 1.28811 -0.2 0.0 -0.2 0.000
C 6.05697 2.78814 0.64019 0.1 0.0 0.0 0.002
H 6.08437 3.77318 1.10632 0.0 -0.3 0.0 0.000
C 4.90006 2.37561 -0.03250 0.5 -0.6 0.1 0.001
H 4.01275 3.00575 -0.08682 0.2 0.0 0.2 0.000
H 3.48038 -0.93941 -0.26565 -0.1 -0.6 0.1 0.082
Si 0.98710 0.34361 -0.49174 -0.7 -0.8 0.7 0.243
C 1.30222 0.17157 1.35796 -0.4 0.5 0.1 0.016
C 1.87081 -0.99027 1.91452 0.6 0.1 0.1 0.008
H 1.97323 -1.90284 1.31942 0.1 0.4 0.1 0.002
C 2.37713 -0.98257 3.21853 -0.4 0.0 -0.2 -0.001
H 2.91013 -1.85659 3.59505 -0.3 0.2 -0.1 0.000
C 2.20747 0.14347 4.02782 -0.1 0.2 -0.2 0.007
H 2.62343 0.16237 5.03827 -0.2 0.0 -0.3 0.000
C 1.50079 1.24124 3.53157 0.0 -0.1 0.1 0.000
H 1.32282 2.10641 4.17151 0.0 -0.2 -0.2 0.000
C 1.03556 1.25168 2.21403 0.5 0.0 0.2 0.009
H 0.49112 2.12983 1.85719 0.3 -0.2 0.0 0.000
C 0.26759 -1.25104 -1.12126 0.3 0.3 -0.3 0.004
C -0.28158 -2.13904 -0.18294 0.3 -0.3 -0.1 0.008
H -0.47677 -1.81806 0.84655 0.1 -0.1 -0.4 0.001
C -0.47934 -3.47733 -0.52612 -0.1 0.1 -0.1 -0.001
H -0.86739 -4.16803 0.22654 0.1 0.1 -0.3 0.000
C -0.13877 -3.92284 -1.80749 0.0 0.1 0.0 0.009
H -0.20825 -4.98380 -2.04805 -0.1 0.3 0.0 0.001
C 0.29520 -3.01282 -2.77732 -0.2 0.1 0.0 -0.001
H 0.53164 -3.35412 -3.78636 -0.1 0.1 0.3 0.000
C 0.45164 -1.66403 -2.44980 0.1 -0.4 0.2 0.010
H 0.79034 -0.95040 -3.20642 0.0 -0.3 0.2 0.001
H 1.71621 1.15063 -1.49642 -0.7 0.9 -0.6 0.130
Cl -0.67325 1.73216 -0.58040 -0.7 0.7 0.1 0.070
C -3.34702 -0.58261 -1.87425 -0.2 0.0 -0.1 0.000
N -4.14620 -0.14178 -0.71992 -0.2 0.1 -0.1 -0.006
C -4.88463 -1.28436 -0.15214 -0.2 -0.2 -0.2 0.001
C -5.06676 0.94995 -1.13065 -0.1 -0.4 0.2 0.000
C -5.70453 1.66856 0.05981 0.3 0.4 0.0 0.000
N -4.68926 2.28804 0.95503 -0.3 0.3 -0.1 -0.008
C -4.00555 3.42282 0.28658 -0.2 -0.1 0.0 0.003
C -5.33663 2.75900 2.19469 -0.2 0.1 -0.1 0.001
H -2.62303 -1.34921 -1.56906 -0.2 0.2 -0.1 0.000
H -4.00476 -0.99695 -2.65673 0.2 0.0 0.1 0.000
H -2.80257 0.27497 -2.28467 0.0 -0.2 0.0 0.000
H -5.58585 -1.70140 -0.89848 0.2 0.1 0.2 0.000
H -4.17632 -2.07335 0.14229 -0.2 0.3 -0.1 0.000
H -5.45965 -0.98577 0.73267 0.2 -0.1 -0.2 0.000
H -4.50932 1.65423 -1.76450 -0.1 -0.2 0.2 0.000
H -5.87630 0.51928 -1.74425 0.1 0.2 0.0 0.000
H -6.37163 2.46277 -0.32992 0.1 -0.3 0.1 0.000
H -6.32336 0.98563 0.65976 0.3 0.2 -0.2 0.000
H -4.74377 4.10338 -0.17671 0.3 -0.1 0.1 0.000
H -3.42283 3.99413 1.02912 -0.2 -0.3 -0.3 0.000
H -3.32743 3.06565 -0.50636 -0.2 0.1 0.3 0.002
H -5.85153 1.91844 2.67826 0.2 0.3 -0.1 0.000
H -4.57529 3.15694 2.87953 -0.3 -0.1 -0.2 0.000
H -6.07788 3.55042 1.97601 0.2 -0.2 0.1 0.000
```
Positions in Å, forces in eV/Å.

Spin multiplicity: 7
Relative energy (zero: lowest compared OMol25 entry of this formula, charge and spin): 3.734 eV
Expectation value of S²: 12.026
Energy: -87571.2052 eV
LUMO (spin up / spin down): -2.240 / -3.070 eV
Total charge: +1

---

Entry 2:
DFT (ωB97M-V/def2-TZVPD) results for C35H43ClIrN2Si2 as an isolated structure at a distorted geometry.

XYZ file:
```
84
Properties=species:S:1:pos:R:3:forces:R:3:lowdin_spin:R:1
C -1.85825 -0.40972 4.37705 -0.8 -0.7 1.3 0.260
C -2.60817 -0.00793 3.21853 -0.8 -0.7 0.0 0.159
C -2.30935 -0.93950 2.16178 -2.0 -0.9 0.3 0.116
H -3.28238 0.84482 3.15205 0.2 -0.3 0.0 0.012
C -1.35720 -1.89604 2.66107 -1.1 -1.6 0.2 0.156
C -1.08874 -1.57134 4.02647 -0.7 0.3 0.3 0.162
H -0.42755 -2.10361 4.70020 -0.3 0.0 -0.3 0.011
H -1.85404 0.07237 5.35405 -0.2 -0.1 -0.4 0.017
H -2.75946 -0.95538 1.17536 0.1 -0.1 0.3 0.003
H -0.93791 -2.73220 2.10877 -0.2 0.2 0.0 0.009
Ir -0.51671 0.07095 2.60546 3.4 1.0 -0.8 2.065
Si 0.08849 0.00257 0.29550 -0.8 -0.8 -2.8 0.341
C -0.76713 1.50264 -0.46191 0.7 -0.2 0.4 0.064
C -0.00638 2.49564 -1.09229 -0.3 0.3 0.0 0.027
H 1.06797 2.36833 -1.21613 -0.2 0.0 0.0 0.002
C -0.62985 3.64151 -1.58889 0.1 0.1 -0.1 0.003
H -0.03391 4.39527 -2.10926 -0.2 -0.2 0.2 0.000
C -2.00544 3.82519 -1.44252 0.0 -0.2 0.1 0.025
H -2.48371 4.73416 -1.82073 0.2 -0.4 0.1 0.001
C -2.76613 2.83946 -0.80217 0.2 0.0 0.0 -0.002
H -3.83851 2.97894 -0.67380 0.2 -0.1 -0.1 -0.001
C -2.14669 1.68792 -0.30962 -0.4 0.4 -0.1 0.025
H -2.76337 0.95014 0.20913 0.2 0.2 -0.2 0.001
C -0.47277 -1.57111 -0.54458 0.4 0.3 0.1 0.023
C -1.57664 -1.60094 -1.40818 -0.1 -0.4 0.1 0.019
H -2.09340 -0.67700 -1.67418 0.1 -0.2 0.0 0.001
C -2.04946 -2.82340 -1.90438 -0.2 0.3 0.0 -0.002
H -2.93112 -2.82846 -2.55184 0.4 0.0 0.2 0.000
C -1.43550 -4.02156 -1.54575 0.0 0.1 0.0 0.025
H -1.82787 -4.97501 -1.91353 0.2 0.4 0.1 0.001
C -0.31024 -3.99371 -0.71841 0.2 0.1 0.2 -0.002
H 0.17659 -4.92933 -0.42860 -0.1 0.3 -0.2 -0.001
C 0.18303 -2.77499 -0.24240 -0.4 -0.5 0.0 0.021
H 1.06770 -2.77417 0.40030 -0.2 0.0 -0.2 0.001
H 1.53422 0.05748 0.58632 -0.1 0.0 0.1 0.085
Si 1.78696 -0.03869 -3.64111 1.0 0.0 -1.9 0.005
C 1.11014 -1.61998 -4.33993 -0.2 -0.6 0.2 0.000
C 0.39369 -1.61259 -5.55417 0.0 0.0 0.2 0.000
H 0.19298 -0.66288 -6.06507 0.0 -0.4 0.2 0.000
C -0.05073 -2.80635 -6.12545 0.0 0.1 -0.1 0.000
H -0.60032 -2.77889 -7.07104 0.2 0.0 0.4 0.000
C 0.21781 -4.02930 -5.50935 0.2 0.2 0.2 0.000
H -0.13450 -4.96111 -5.95170 0.1 0.3 0.1 0.000
C 0.95873 -4.05041 -4.32465 0.0 0.2 0.0 0.000
H 1.19984 -4.99862 -3.84807 -0.1 0.1 -0.1 0.000
C 1.40328 -2.85954 -3.74372 -0.3 0.0 -0.3 0.000
H 1.98651 -2.89786 -2.82299 -0.2 0.0 -0.2 0.000
C 0.78372 1.37844 -4.30575 0.0 0.2 0.2 0.001
C -0.60772 1.40790 -4.18342 -0.1 0.6 -0.2 0.000
H -1.11394 0.68550 -3.53891 0.1 0.2 -0.2 0.000
C -1.35029 2.37715 -4.86757 -0.1 -0.3 0.2 0.000
H -2.43140 2.41476 -4.71772 0.3 0.0 -0.2 0.000
C -0.71963 3.28182 -5.72298 0.1 -0.1 0.1 0.000
H -1.30872 4.01978 -6.27383 0.2 -0.3 0.2 0.000
C 0.66987 3.24222 -5.87028 0.0 0.0 0.1 0.000
H 1.16872 3.93994 -6.54624 -0.2 -0.2 0.2 0.000
C 1.42357 2.31068 -5.15360 -0.3 -0.2 0.2 0.000
H 2.50819 2.26615 -5.27438 -0.3 0.1 0.0 0.000
H 3.15699 0.20580 -4.15786 -0.2 0.0 -0.1 0.003
Cl 2.40568 -0.27477 -1.68152 -0.1 0.1 0.4 0.044
C 2.02994 -1.41567 4.90832 -0.5 -0.9 -0.7 0.067
N 1.17385 -0.46172 5.60477 2.9 -0.1 1.6 0.637
C 0.84241 -0.92054 6.95492 -1.7 0.0 -0.1 0.063
C 1.65394 0.92254 5.56284 -0.4 0.9 -0.1 0.054
C 0.84527 1.85981 4.66980 -0.1 0.4 -0.8 0.048
N 0.86866 1.54451 3.19369 1.3 1.6 1.7 0.154
C 0.19386 2.66167 2.49163 0.0 0.7 0.4 0.079
C 2.25723 1.35027 2.73957 0.3 0.7 0.2 0.030
H 1.74548 -2.42975 5.22037 0.2 0.3 -0.2 0.001
H 3.09784 -1.24094 5.13971 -0.5 0.1 0.1 0.028
H 1.88243 -1.33629 3.82295 0.1 0.0 0.2 0.028
H 1.73481 -1.00563 7.59785 0.1 0.2 -0.5 0.037
H 0.14194 -0.21221 7.42057 0.3 -0.2 -0.1 0.006
H 0.36615 -1.90440 6.89083 0.1 0.1 0.1 0.006
H 1.53963 1.33720 6.57603 0.2 -0.2 -0.3 0.008
H 2.71920 0.94934 5.26991 -0.5 -0.2 0.2 0.015
H -0.21122 1.87182 4.98965 0.5 0.1 -0.1 0.003
H 1.27689 2.87332 4.76926 -0.2 -0.4 0.4 0.004
H 0.14251 3.53458 3.16097 0.0 -0.1 -0.4 0.008
H 0.69233 2.91951 1.55233 -0.2 -0.1 0.2 0.003
H -0.84239 2.34338 2.28150 0.1 0.5 -0.2 0.029
H 2.85480 2.19792 3.11171 0.1 -0.3 -0.2 0.005
H 2.65548 0.41012 3.12872 0.0 0.2 -0.2 0.005
H 2.30942 1.33000 1.65052 0.0 0.1 0.3 0.003
```
Positions in Å, forces in eV/Å.

Spin multiplicity: 6
Relative energy (zero: lowest compared OMol25 entry of this formula, charge and spin): 0.865 eV
Expectation value of S²: 8.768
Energy: -71067.9641 eV
LUMO (spin up / spin down): -4.857 / -10.122 eV
Total charge: +2

---

The lowest expectation value of S² belongs to which entry?
C35H43ClIrN2Si2